Computed, not measured: a 2-piece molecular cluster, C10H20N2P overall in a non-equilibrium geometry, with ωB97M-V/def2-TZVPD.

Values from the calculation:
Energy above the lowest of the compared OMol25 structures with the same formula, charge and spin in eV: 0.508
Largest force on an atom in eV Å⁻¹: 5.3
Total energy in Eh: -843.39806
HOMO level (alpha / beta) in eV: -11.87 / -12.34
Kohn-Sham gap (alpha / beta) in eV: 8.3 / 6.8
Expectation value of S²: 2.01

```
! wB97M-V def2-TZVPD RIJCOSX def2/J DEFGRID3
* xyz 1 3
C -0.936 -1.751 1.625
C -0.466 -2.493 0.632
C 0.636 0.485 -0.311
C 0.060 -0.871 2.234
C 1.020 -2.336 0.374
C -1.139 -3.617 -0.276
C -2.014 2.008 0.738
C 0.121 3.026 1.267
C 1.979 -0.055 -2.285
C 0.441 1.797 -2.231
N -0.704 2.352 0.328
N 1.036 0.641 -1.500
P 1.446 -0.648 0.927
H -1.840 -1.862 2.028
H -0.343 0.081 2.543
H 0.698 -1.323 3.064
H 1.668 -3.115 0.678
H 1.110 -2.280 -0.660
H -1.364 -4.464 0.314
H -0.712 -3.628 -1.306
H -2.148 -3.096 -0.547
H -2.305 1.170 0.232
H -2.245 1.906 1.854
H -2.576 2.837 0.446
H 0.099 2.562 2.334
H 1.232 3.188 0.941
H -0.163 4.036 1.272
H 1.494 -0.332 -3.265
H 2.213 -0.987 -1.798
H 2.930 0.488 -2.534
H 0.785 2.743 -1.695
H -0.643 1.778 -2.101
H 0.631 1.759 -3.324
*
```

Results of the Löwdin charge analysis, in e, for atoms 1 through 5: number 1, C, carries -0.13; number 2, C, carries -0.30; number 3, C, carries -0.11; number 4, C, carries -0.31; number 5, C, carries -0.32

Computed, not measured: one molecule with the formula C8H11BN2O2 in a non-equilibrium geometry, with ωB97M-V/def2-TZVPD.

Values from the calculation:
Energy above the lowest of the compared OMol25 structures with the same formula, charge and spin in eV: 2.158
Largest force on an atom in eV Å⁻¹: 6.2
Total energy in Eh: -596.07019
HOMO level (alpha / beta) in eV: -5.10 / -8.15
Kohn-Sham gap (alpha / beta) in eV: 5.4 / 6.3
Expectation value of S²: 2.01

```
! wB97M-V def2-TZVPD RIJCOSX def2/J DEFGRID3
* xyz 0 3
B 0.740 -1.715 -0.336
C -1.615 0.703 -0.683
C -0.398 1.064 -1.144
C -2.111 -1.474 0.680
C 1.453 -0.354 -0.201
C -2.296 -0.146 0.267
C 0.874 0.904 -0.469
C 2.805 -0.331 0.453
C -3.537 0.360 0.733
N 3.286 0.691 1.016
N 1.513 2.112 -0.285
O 1.411 -2.818 -0.543
O -0.598 -1.973 -0.017
H -2.308 1.230 -1.275
H -0.267 1.807 -1.933
H 3.351 -1.238 0.458
H -4.047 1.107 0.068
H -4.163 -0.517 0.988
H -3.354 0.845 1.703
H 4.333 0.637 1.240
H 0.948 2.913 -0.357
H 2.221 1.944 0.489
H 2.384 -2.804 -0.783
H -0.624 -2.948 -0.071
*
```

Results of the Löwdin charge analysis, in e, for atoms 1 through 5: number 1, B, carries -0.67; number 2, C, carries -0.07; number 3, C, carries -0.07; number 4, C, carries 0.20; number 5, C, carries -0.02

Computed, not measured: an isolated ion of composition C8H9O2S and charge +1 in a non-equilibrium geometry, with ωB97M-V/def2-TZVPD.

Values from the calculation:
Energy above the lowest of the compared OMol25 structures with the same formula, charge and spin in eV: 0.000
Largest force on an atom in eV Å⁻¹: 4.7
Total energy in Eh: -858.44271
HOMO level (alpha / beta) in eV: -12.92 / -12.92
Kohn-Sham gap (alpha / beta) in eV: 7.7 / 7.7

```
! wB97M-V def2-TZVPD RIJCOSX def2/J DEFGRID3
* xyz 1 1
C 0.420 0.214 -0.250
C 1.568 -0.486 0.269
C -0.766 0.037 0.456
C -0.249 -1.699 1.882
C -1.325 -2.117 2.433
C -0.694 1.853 -1.390
C -1.879 0.890 -1.269
C 2.899 -0.168 -0.172
O 0.528 1.135 -1.207
O -1.909 0.453 0.061
S 1.385 -1.692 1.495
H -1.591 -3.130 2.878
H -2.199 -1.434 2.366
H -0.717 2.270 -2.448
H -0.717 2.823 -0.821
H -2.898 1.471 -1.427
H -1.635 0.025 -1.931
H 3.658 -0.410 0.650
H 2.835 0.877 -0.581
H 3.285 -0.911 -0.995
*
```

Results of the Löwdin charge analysis, in e, for atoms 1 through 5: number 1, C, carries -0.29; number 2, C, carries -0.45; number 3, C, carries 0.00; number 4, C, carries -0.39; number 5, C, carries 0.01

Computed, not measured: a 2-piece molecular cluster, C6H7N overall in a non-equilibrium geometry, with ωB97M-V/def2-TZVPD.

Values from the calculation:
Energy above the lowest of the compared OMol25 structures with the same formula, charge and spin in eV: 1.999
Largest force on an atom in eV Å⁻¹: 8.4
Total energy in Eh: -287.31683
HOMO level (alpha / beta) in eV: -5.82 / -9.93
Kohn-Sham gap (alpha / beta) in eV: 6.9 / 7.7
Expectation value of S²: 2.01

```
! wB97M-V def2-TZVPD RIJCOSX def2/J DEFGRID3
* xyz 0 3
C 3.346 -0.193 0.078
C 2.609 0.468 -0.580
C -1.363 0.618 -1.035
C -2.224 0.272 -0.079
C -1.356 -0.438 0.983
C -0.030 -0.543 0.242
N -0.104 0.097 -0.877
H 4.152 -0.785 0.368
H -1.388 1.278 -1.872
H 1.907 1.060 -1.076
H -3.311 0.397 -0.137
H -1.429 0.071 1.956
H -1.721 -1.441 1.313
H 0.913 -0.861 0.716
*
```

Results of the Löwdin charge analysis, in e, for atoms 1 through 5: number 1, C, carries 0.00; number 2, C, carries -0.02; number 3, C, carries -0.15; number 4, C, carries -0.02; number 5, C, carries -0.15

Computed, not measured: one molecule with the formula C15H21NO4S in a non-equilibrium geometry, with ωB97M-V/def2-TZVPD.

Values from the calculation:
Energy above the lowest of the compared OMol25 structures with the same formula, charge and spin in eV: 1.162
Structure (SMILES): CCOC(=O)[C@H]1CCCN(S(=O)(=O)c2ccc(C)cc2)C1
Largest force on an atom in eV Å⁻¹: 1.2
Total energy in Eh: -1338.09047
HOMO level in eV: -9.05
Kohn-Sham gap in eV: 9.8

```
! wB97M-V def2-TZVPD RIJCOSX def2/J DEFGRID3
* xyz 0 1
C 2.393 -3.296 -5.399
C 2.845 -2.754 -4.057
O 1.694 -2.299 -3.340
C 1.916 -1.646 -2.201
O 3.017 -1.419 -1.766
C 0.614 -1.273 -1.522
C 0.221 -2.420 -0.569
C 0.989 -2.274 0.740
C 0.487 -1.015 1.462
N 0.046 0.000 0.526
S -1.616 0.208 0.384
O -1.910 0.622 -0.957
O -2.327 -0.921 0.924
C -1.835 1.596 1.488
C -2.200 1.382 2.803
C -2.307 2.462 3.662
C -2.051 3.754 3.214
C -2.190 4.921 4.141
C -1.689 3.945 1.884
C -1.579 2.870 1.021
C 0.785 0.027 -0.712
H 1.895 -2.516 -5.969
H 1.696 -4.117 -5.255
H 3.253 -3.652 -5.958
H 3.540 -1.915 -4.175
H 3.346 -3.527 -3.463
H -0.159 -1.159 -2.284
H -0.850 -2.360 -0.364
H 0.426 -3.382 -1.041
H 0.837 -3.146 1.375
H 2.055 -2.187 0.524
H -0.375 -1.256 2.084
H 1.273 -0.588 2.096
H -2.408 0.377 3.132
H -2.594 2.303 4.691
H -3.218 5.282 4.129
H -1.947 4.638 5.162
H -1.543 5.740 3.836
H -1.494 4.945 1.524
H -1.309 3.000 -0.015
H 0.427 0.881 -1.285
H 1.843 0.170 -0.471
*
```

Results of the Löwdin charge analysis, in e, for atoms 1 through 5: number 1, C, carries -0.07; number 2, C, carries -0.22; number 3, O, carries 0.01; number 4, C, carries -0.48; number 5, O, carries 0.11

Computed, not measured: a 9-piece molecular cluster, ClH16O12 overall in a non-equilibrium geometry, with ωB97M-V/def2-TZVPD.

Values from the calculation:
Energy above the lowest of the compared OMol25 structures with the same formula, charge and spin in eV: 0.874
Largest force on an atom in eV Å⁻¹: 3.5
Total energy in Eh: -1372.50347
HOMO level in eV: -7.00
Kohn-Sham gap in eV: 10.0

```
! wB97M-V def2-TZVPD RIJCOSX def2/J DEFGRID3
* xyz -1 1
Cl -0.891 1.238 0.213
O -1.372 1.491 -1.180
O -2.056 1.247 1.175
O -0.277 -0.103 0.258
O 0.104 2.246 0.628
O 1.392 -0.817 -1.625
H 0.981 -0.425 -2.432
H 0.642 -0.653 -0.999
O 2.479 1.848 -0.494
H 1.647 2.240 -0.315
H 2.304 0.937 -0.767
O -1.147 -0.169 3.376
H -0.675 -0.765 2.817
H -1.079 0.648 2.882
O -1.874 -2.225 0.497
H -1.309 -1.518 0.725
H -2.535 -2.250 1.209
O 1.882 1.002 2.404
H 1.374 1.529 1.836
H 2.056 0.194 1.876
O -0.427 -0.036 -3.600
H -0.744 0.723 -3.158
H -0.052 0.280 -4.397
O 2.393 -1.378 1.127
H 2.217 -1.751 0.272
H 3.409 -1.419 1.233
O -2.979 -0.852 -1.499
H -2.702 -1.302 -0.712
H -2.767 0.043 -1.337
*
```

Results of the Löwdin charge analysis, in e, for atoms 1 through 5: number 1, Cl, carries 0.84; number 2, O, carries -0.34; number 3, O, carries -0.33; number 4, O, carries -0.37; number 5, O, carries -0.34